C9H25AlO10S3 | ωB97M-V with the def2-TZVPD basis set

Last column: Mulliken charge in e.
Cartesian coordinates (Å):
1 Al 0.09 -2.43 0.54  1.44
2 O 0.25 -0.10 -0.66  -0.30
3 H 0.18 0.61 -1.34  0.33
4 O 2.71 -1.62 1.07  -0.71
5 S 3.36 -0.35 0.88  1.20
6 O 2.74 0.82 1.38  -0.63
7 O 4.77 -0.52 1.52  -0.23
8 C 5.49 0.70 1.87  -0.19
9 C 6.93 0.35 2.16  -1.22
10 C 3.79 -0.17 -0.83  -0.80
11 H 5.01 1.19 2.72  0.31
12 H 5.45 1.47 1.09  0.34
13 H 7.03 -0.16 3.12  0.32
14 H 7.50 1.27 2.19  0.39
15 H 7.27 -0.32 1.37  0.32
16 H 2.89 0.03 -1.40  0.26
17 H 4.27 -1.13 -1.04  0.38
18 H 4.45 0.69 -0.94  0.34
19 O -1.69 -2.54 -1.70  -0.54
20 S -2.22 -2.31 -3.04  1.13
21 O -1.75 -3.08 -4.13  -0.56
22 O -3.77 -2.35 -2.92  -0.28
23 C -4.41 -3.69 -2.81  -0.29
24 C -4.79 -4.19 -4.18  -1.00
25 C -2.04 -0.57 -3.36  -0.93
26 H -5.27 -3.51 -2.17  0.30
27 H -3.77 -4.27 -2.15  0.32
28 H -5.87 -4.28 -4.30  0.34
29 H -4.33 -5.15 -4.44  0.31
30 H -4.54 -3.48 -4.97  0.32
31 H -0.96 -0.43 -3.36  0.28
32 H -2.53 -0.06 -2.53  0.32
33 H -2.59 -0.34 -4.27  0.40
34 O 0.27 1.90 3.52  -0.55
35 S -0.47 1.47 2.40  1.16
36 O -0.64 0.07 2.09  -0.54
37 O -1.91 2.04 2.52  -0.21
38 C -2.18 3.32 3.18  -0.14
39 C -3.67 3.51 3.25  -1.26
40 C 0.10 2.32 0.89  -0.43
41 H -1.62 4.12 2.68  0.35
42 H -1.80 3.30 4.20  0.29
43 H -3.87 4.34 3.92  0.38
44 H -4.15 2.63 3.69  0.34
45 H -4.21 3.58 2.31  0.34
46 H -0.31 3.33 0.97  0.46
47 H -0.35 1.67 0.13  -0.20
48 H 1.19 2.34 0.90  0.36

Values from the calculation:
- Strongest force on any atom: 0.0465 Eh/bohr
- Total energy: -2546.4087 a.u.
- Relative energy (zero: lowest compared OMol25 entry of this formula, charge and spin): 50.4 kJ/mol
- Charge: +2
- HOMO energy: -16.56 eV
- LUMO: -13.391 eV